11
Properties=species:S:1:pos:R:3:nbo_charge:R:1 method="wB97M-V/def2-TZVPD" fmax_ev_per_a=7.09 orbital_gap_ev=7.35 total_charge=0 energy_ev=-9698.0595 smiles="C1=NC2=CN=NC2=C1" spin_multiplicity=1 relative_energy_ev=4.760
C 1.284 1.455 0.603 -0.0727
N 0.462 1.536 -0.459 -0.2720
C -0.268 0.467 -0.550 0.0636
C -1.224 -0.419 -1.241 0.0677
N -1.177 -1.672 -0.713 -0.2240
N -0.363 -1.499 0.432 -0.1681
C -0.005 -0.301 0.534 0.1130
C 1.202 0.386 1.334 -0.1537
H 1.902 2.253 1.016 0.2146
H -2.013 -0.164 -1.872 0.2120
H 1.730 -0.166 1.947 0.2194

***

36
Properties=species:S:1:pos:R:3:nbo_charge:R:1 method="wB97M-V/def2-TZVPD" fmax_ev_per_a=2.52 orbital_gap_ev="11.88 / 4.80" total_charge=+4 energy_ev=-97308.6315 spin_multiplicity=6 relative_energy_ev=1.070
Pd 0.619 -1.054 -0.392 1.4731
C -2.408 -0.454 -0.015 -0.1002
C -2.032 1.024 0.271 -0.1468
O -0.647 1.116 0.443 -0.1872
C 0.112 2.278 0.252 -0.1469
C 1.581 1.876 -0.045 -0.1011
O 1.934 0.543 0.393 -0.5530
C 2.529 0.340 1.710 -0.1203
C 1.501 -0.091 2.746 -0.1596
O 0.609 -1.017 2.152 -0.1401
C -0.628 -1.345 2.757 -0.1597
C -1.515 -2.033 1.729 -0.1199
O -1.416 -1.415 0.411 -0.5530
H -2.487 -0.580 -1.095 0.2674
H -3.381 -0.691 0.416 0.2710
H -2.498 1.378 1.222 0.3296
H -2.401 1.707 -0.503 0.2933
H 0.040 2.867 1.198 0.3290
H -0.310 2.925 -0.525 0.2936
H 2.269 2.611 0.373 0.2716
H 1.720 1.873 -1.126 0.2688
H 3.030 1.246 2.055 0.2793
H 3.296 -0.422 1.570 0.2729
H 0.920 0.728 3.197 0.2760
H 1.998 -0.590 3.613 0.3646
H -1.056 -0.441 3.216 0.2761
H -0.425 -2.025 3.621 0.3654
H -2.547 -2.029 2.085 0.2789
H -1.225 -3.074 1.586 0.2724
F 0.192 -0.441 -2.208 -0.6923
As 0.473 -0.810 -5.243 2.8461
F -0.940 0.099 -4.943 -0.2535
F 1.281 0.617 -4.840 -0.4187
F 1.731 -1.648 -4.509 -0.4412
F 0.602 -0.973 -6.856 -0.4580
F -0.520 -2.093 -4.714 -0.2776

***

69
Properties=species:S:1:pos:R:3:nbo_charge:R:1 method="wB97M-V/def2-TZVPD" fmax_ev_per_a=1.55 orbital_gap_ev=4.50 total_charge=-1 energy_ev=-87831.7002 spin_multiplicity=1
C -3.688 -2.243 -5.084 -0.6522
C -2.285 -2.694 -5.458 -0.0649
O -1.357 -2.631 -4.363 -0.5489
C -1.426 -1.448 -3.665 0.8204
O -1.444 -0.377 -4.236 -0.5971
C -1.460 -1.624 -2.180 -0.5262
C -0.037 -1.780 -1.612 -0.3739
C 0.563 -0.485 -1.078 -0.4029
C -0.125 -0.107 0.235 -0.6935
C -0.119 1.286 0.553 0.0844
Cl 0.824 1.732 2.112 -0.2684
C -0.689 2.354 -0.018 -0.1310
C -0.667 3.783 0.433 -0.6474
Cl -1.686 2.165 -1.449 -0.0479
H -3.798 -1.180 -5.278 0.2160
H -4.409 -2.742 -5.723 0.2160
H -3.918 -2.408 -4.038 0.2216
H -2.307 -3.732 -5.761 0.1798
H -1.895 -2.076 -6.261 0.1816
H -2.057 -2.498 -1.942 0.2208
H -1.957 -0.752 -1.775 0.2516
H 0.608 -2.247 -2.355 0.1905
H -0.089 -2.457 -0.764 0.2102
H 1.615 -0.715 -0.883 0.1808
H 0.565 0.302 -1.839 0.1720
H -1.178 -0.390 0.185 0.1803
H 0.159 3.978 1.100 0.2338
H -0.612 4.470 -0.405 0.2133
H -1.589 3.993 0.978 0.1968
C -2.772 1.135 2.727 -0.1278
C -2.266 0.086 3.687 0.4348
O -2.886 -1.092 3.206 -0.5075
C -3.085 -0.923 1.861 0.9855
O -3.351 -1.794 1.109 -0.5709
O -2.941 0.379 1.531 -0.4762
F -2.681 0.319 4.967 -0.3443
H -3.735 1.543 3.044 0.1847
H -2.065 1.946 2.569 0.2292
H -1.184 -0.047 3.680 0.1816
C 5.596 1.574 3.254 -0.1352
C 4.540 2.640 3.410 0.4328
O 5.118 3.740 2.722 -0.4946
C 5.947 3.235 1.766 0.9728
O 6.401 3.858 0.869 -0.5685
O 6.182 1.921 1.991 -0.4889
F 4.351 2.981 4.713 -0.3318
H 6.352 1.641 4.029 0.2102
H 5.185 0.568 3.229 0.2089
H 3.579 2.388 2.960 0.1842
C 9.161 -1.010 6.635 -0.1298
C 8.483 -1.238 5.304 0.4465
O 7.732 -0.048 5.137 -0.4992
C 8.387 0.944 5.813 0.9680
O 8.183 2.098 5.676 -0.5436
O 9.310 0.413 6.652 -0.4838
F 7.640 -2.298 5.339 -0.3216
H 8.524 -1.323 7.463 0.2042
H 10.128 -1.499 6.715 0.2071
H 9.164 -1.354 4.459 0.1563
C -8.584 -0.829 -4.980 -0.1295
C -7.074 -0.775 -5.035 0.4464
O -6.785 -1.590 -6.161 -0.4927
C -7.856 -1.525 -7.001 0.9679
O -7.854 -1.877 -8.129 -0.5555
O -8.927 -0.992 -6.360 -0.4893
F -6.510 -1.313 -3.932 -0.3158
H -8.928 -1.694 -4.412 0.2021
H -9.033 0.073 -4.574 0.2076
H -6.661 0.222 -5.198 0.1601

***

Repeat the second record exactly.
36
Properties=species:S:1:pos:R:3:nbo_charge:R:1 method="wB97M-V/def2-TZVPD" fmax_ev_per_a=2.52 orbital_gap_ev="11.88 / 4.80" total_charge=+4 energy_ev=-97308.6315 spin_multiplicity=6 relative_energy_ev=1.070
Pd 0.619 -1.054 -0.392 1.4731
C -2.408 -0.454 -0.015 -0.1002
C -2.032 1.024 0.271 -0.1468
O -0.647 1.116 0.443 -0.1872
C 0.112 2.278 0.252 -0.1469
C 1.581 1.876 -0.045 -0.1011
O 1.934 0.543 0.393 -0.5530
C 2.529 0.340 1.710 -0.1203
C 1.501 -0.091 2.746 -0.1596
O 0.609 -1.017 2.152 -0.1401
C -0.628 -1.345 2.757 -0.1597
C -1.515 -2.033 1.729 -0.1199
O -1.416 -1.415 0.411 -0.5530
H -2.487 -0.580 -1.095 0.2674
H -3.381 -0.691 0.416 0.2710
H -2.498 1.378 1.222 0.3296
H -2.401 1.707 -0.503 0.2933
H 0.040 2.867 1.198 0.3290
H -0.310 2.925 -0.525 0.2936
H 2.269 2.611 0.373 0.2716
H 1.720 1.873 -1.126 0.2688
H 3.030 1.246 2.055 0.2793
H 3.296 -0.422 1.570 0.2729
H 0.920 0.728 3.197 0.2760
H 1.998 -0.590 3.613 0.3646
H -1.056 -0.441 3.216 0.2761
H -0.425 -2.025 3.621 0.3654
H -2.547 -2.029 2.085 0.2789
H -1.225 -3.074 1.586 0.2724
F 0.192 -0.441 -2.208 -0.6923
As 0.473 -0.810 -5.243 2.8461
F -0.940 0.099 -4.943 -0.2535
F 1.281 0.617 -4.840 -0.4187
F 1.731 -1.648 -4.509 -0.4412
F 0.602 -0.973 -6.856 -0.4580
F -0.520 -2.093 -4.714 -0.2776